Below is a cluster of 7 separate species, C41H76BClF6N2O13P in total at a distorted geometry, with properties calculated with ωB97M-V/def2-TZVPD.

Atoms and positions in Å:
C -4.40 2.69 -1.32
C -3.31 2.29 -0.25
O -3.21 3.36 0.71
P -2.76 2.88 2.22
O -3.22 3.91 3.17
C -0.91 2.74 2.41
C -0.40 1.76 1.29
C 1.13 1.39 1.42
C 1.43 -0.02 2.05
O 0.31 -0.24 2.97
C 0.74 0.11 4.17
N 1.02 0.38 5.22
C 1.51 -1.10 0.91
Cl -0.18 -1.60 0.57
O 2.32 -2.14 1.42
C 1.82 -2.82 2.56
C 2.07 -4.37 2.48
C 1.69 -4.98 1.10
C 1.48 -5.09 3.74
C 0.02 -5.64 3.62
C -0.07 -7.09 3.00
C -1.01 -4.68 2.95
C 2.38 -0.64 -0.35
F 3.62 -0.47 0.30
C 2.68 -1.83 -1.32
F 1.83 -2.87 -1.22
F 2.73 -1.60 -2.66
F 3.87 -2.40 -1.03
N 2.09 0.71 -0.89
C 3.14 1.18 -1.92
C 3.23 2.68 -2.28
C 4.54 3.40 -1.77
F 4.89 4.39 -2.69
B 0.81 0.76 -1.76
O 0.21 -0.39 -2.26
O 0.22 1.93 -2.16
C 1.97 1.75 0.16
F 3.20 2.17 0.67
O -3.47 1.46 2.68
C -4.91 1.57 2.69
C -5.62 0.48 1.82
H -5.21 3.21 -0.78
H -3.89 3.32 -2.06
H -4.75 1.78 -1.86
H -3.62 1.31 0.17
H -2.37 2.12 -0.84
H -0.46 3.73 2.23
H -0.69 2.33 3.42
H -1.08 0.89 1.24
H -0.52 2.30 0.32
H 1.48 2.11 2.20
H 2.36 -0.02 2.66
H 0.76 -2.68 2.85
H 2.42 -2.49 3.45
H 3.18 -4.47 2.56
H 2.55 -4.77 0.41
H 0.82 -4.49 0.61
H 1.60 -6.08 1.11
H 2.15 -5.93 4.02
H 1.51 -4.39 4.60
H -0.34 -5.78 4.67
H -1.00 -7.53 3.42
H 0.81 -7.71 3.26
H -0.25 -6.99 1.91
H -2.03 -5.09 3.17
H -0.94 -4.69 1.84
H -1.02 -3.65 3.37
H 2.81 0.70 -2.88
H 4.15 0.78 -1.73
H 3.33 2.77 -3.38
H 2.36 3.32 -2.04
H 4.39 3.89 -0.79
H 5.32 2.61 -1.75
H 0.45 -0.47 -3.21
H 0.14 1.98 -3.13
H 1.50 2.69 -0.18
H -5.26 1.44 3.73
H -5.26 2.56 2.31
H -5.00 -0.42 1.64
H -6.52 0.17 2.38
H -5.98 0.87 0.84
C 5.66 3.33 1.79
C 7.03 3.84 1.43
O 7.74 3.23 0.66
C 7.48 5.14 2.06
H 5.47 2.40 1.26
H 5.59 3.15 2.86
H 4.90 4.06 1.49
H 7.50 5.03 3.15
H 6.80 5.94 1.78
H 8.48 5.38 1.72
C -4.66 -8.23 1.70
C -4.13 -6.88 2.11
O -3.18 -6.77 2.85
C -4.84 -5.67 1.57
H -4.06 -9.01 2.17
H -5.69 -8.34 2.04
H -4.60 -8.34 0.62
H -5.88 -5.67 1.90
H -4.79 -5.67 0.48
H -4.36 -4.77 1.95
C 2.53 1.71 -7.45
C 2.05 0.88 -6.29
O 1.27 1.34 -5.47
C 2.58 -0.52 -6.17
H 2.07 2.69 -7.41
H 3.62 1.82 -7.40
H 2.25 1.23 -8.39
H 3.67 -0.51 -6.07
H 2.30 -1.10 -7.06
H 2.15 -1.00 -5.29
C -3.41 -5.87 5.86
C -4.80 -5.83 6.45
O -5.55 -4.90 6.25
C -5.23 -7.01 7.30
H -3.24 -4.97 5.28
H -2.67 -5.92 6.66
H -3.31 -6.74 5.21
H -4.56 -7.10 8.16
H -5.20 -7.92 6.70
H -6.24 -6.85 7.65
C 4.31 7.13 -6.86
C 5.39 6.18 -6.39
O 5.66 5.18 -7.03
C 6.10 6.51 -5.11
H 3.89 6.77 -7.79
H 3.52 7.19 -6.11
H 4.74 8.12 -7.03
H 5.38 6.55 -4.29
H 6.61 7.48 -5.21
H 6.84 5.75 -4.90
C -6.30 6.67 -4.20
C -6.03 5.19 -4.18
O -5.18 4.71 -3.45
C -6.85 4.32 -5.10
H -5.64 7.17 -3.49
H -6.11 7.07 -5.20
H -7.33 6.86 -3.91
H -6.68 4.62 -6.14
H -7.91 4.42 -4.86
H -6.55 3.28 -4.98

Summary:
Total charge: +1
Spin multiplicity: 1
Orbital gap in Ha: 0.2877